Molecular formula: C41H44CdNO3P2
Method: DFT, the ωB97M-V functional and the def2-TZVPD basis

spin multiplicity = 1
total charge = +1
orbital gap = 7.7 eV
energy above the lowest of the compared OMol25 structures with the same formula, charge and spin = 20.40 kcal/mol
energy = -2719.4473 Eh

XYZ file:
```
92
C41H44CdNO3P2 the ωB97M-V functional and the def2-TZVPD basis
C -2.064 0.500 1.777
P -0.900 -0.646 2.689
H 1.220 0.824 4.359
C 2.582 1.468 1.910
C 0.270 0.840 4.871
H -3.270 5.929 0.799
H 5.063 0.559 -0.780
H -2.849 0.772 2.489
C 0.840 0.596 -4.940
C -4.164 -4.323 1.886
C 3.038 -0.879 1.700
H 6.878 -0.894 -0.711
C -3.794 3.632 -0.738
H -2.226 4.857 -2.646
Cd 0.751 0.926 -0.558
C 2.733 0.495 -3.263
C -0.998 1.442 6.820
C -2.109 0.808 6.288
C -2.940 -3.695 1.733
C -4.585 -4.074 -0.465
H -2.903 -0.287 4.633
C 1.346 0.686 -3.523
C 3.308 0.694 -1.960
H -3.060 -3.109 -1.603
C 0.757 -0.124 2.044
C 3.489 0.431 1.747
H 5.577 -0.458 -4.902
C 1.691 -1.150 1.876
C 4.679 0.420 -1.777
H -5.222 -4.225 -1.324
H -3.330 0.558 0.033
H 8.415 -0.624 -1.560
C -2.719 -0.172 0.572
C -2.488 4.418 -0.536
H -1.329 -4.861 -1.148
C -0.208 -3.037 -1.137
H -4.623 4.329 -0.834
C 1.085 -4.058 -3.374
N -0.557 2.705 -0.390
H 2.305 -2.289 -3.278
P -0.965 -2.330 0.380
O 2.663 1.135 -0.926
C 0.084 -4.790 -2.757
H 1.373 1.291 -5.581
C -2.495 5.167 0.808
C 0.192 1.441 6.116
C -1.401 3.476 -0.486
H 3.733 -1.696 1.570
H -2.294 -3.538 2.586
C 3.608 0.097 -4.309
H 1.572 -4.445 -4.256
H -0.198 -5.757 -3.147
H -0.924 -0.067 -0.629
H 1.070 1.906 6.539
H 2.943 2.485 1.985
H -3.081 6.105 -1.725
H -3.391 -0.952 0.939
C -2.537 -3.251 0.481
O 0.473 0.920 -2.645
H 7.437 0.774 -1.048
H -1.536 5.652 0.987
H -5.945 -4.993 0.905
C -0.858 0.265 4.297
C 5.488 0.002 -2.810
H 1.215 -1.419 -1.250
C -1.719 -0.800 -0.389
H -2.696 4.483 1.631
H -2.199 -1.083 -1.330
H -3.742 3.029 -1.642
C 1.488 -2.843 -2.838
H -1.548 1.419 1.480
C 1.218 1.206 2.029
H -1.326 5.932 -1.568
H 0.536 2.022 2.256
O 6.788 -0.314 -2.701
C 4.930 -0.142 -4.102
C -2.260 5.391 -1.700
H -0.219 0.838 -4.950
C -0.557 -4.287 -1.639
C -2.038 0.223 5.038
H -3.988 2.984 0.113
H 3.205 -0.044 -5.298
H -3.030 0.764 6.850
H -4.477 -4.664 2.860
H 0.978 -0.409 -5.331
H -1.056 1.913 7.789
H 1.353 -2.177 1.934
C 0.855 -2.345 -1.714
C -3.367 -3.443 -0.621
H 4.544 0.648 1.679
C 7.399 -0.253 -1.429
C -4.989 -4.507 0.789
```

Molecular formula: C10H11Br
Method: DFT, the ωB97M-V functional and the def2-TZVPD basis

spin multiplicity = 1
total charge = 0
orbital gap = 8.2 eV
energy above the lowest of the compared OMol25 structures with the same formula, charge and spin = 62.25 kcal/mol
energy = -2961.4960 Eh
structure (SMILES) = C=C=C1C=CC=CC1.C=CBr

XYZ file:
```
22
C10H11Br the ωB97M-V functional and the def2-TZVPD basis
H -2.274 -1.979 0.922
C -2.618 -1.012 0.438
C 1.066 -2.488 -0.398
C 0.812 -0.180 0.449
H 0.754 0.019 2.641
C 0.691 -0.681 1.786
H 2.489 -0.916 -0.532
C 0.264 2.336 0.002
C 1.343 -1.049 -0.637
H 0.856 3.235 0.083
H 1.225 -3.062 -1.328
H 0.535 -2.412 2.985
C 0.642 1.091 0.156
H 0.469 -3.969 0.873
H -3.628 0.786 0.653
C -3.459 -0.155 1.054
H -3.861 -0.334 2.020
C 0.831 -2.931 0.814
C 0.763 -2.036 1.967
H 0.867 -0.747 -1.612
H -0.926 2.399 -0.114
Br -2.316 -0.540 -1.416
```

Molecular formula: C4H5NO
Method: DFT, the ωB97M-V functional and the def2-TZVPD basis

spin multiplicity = 1
total charge = 0
orbital gap (spin up / spin down) = 7.2 / 7.4 eV
energy above the lowest of the compared OMol25 structures with the same formula, charge and spin = 99.10 kcal/mol
energy = -285.2567 Eh
structure (SMILES) = O=C1C=C=CN1.[H][H]

XYZ file:
```
11
C4H5NO the ωB97M-V functional and the def2-TZVPD basis
C -0.767 -0.440 0.349
C 1.035 0.816 0.129
C 1.438 -0.617 -0.025
O 2.495 -1.163 -0.164
H 0.105 -2.343 0.158
H -1.800 -0.709 0.142
C -0.245 0.864 0.559
N 0.206 -1.348 0.309
H 1.807 1.571 0.226
H -1.892 1.776 -0.572
H -2.381 1.595 -1.112
```

Molecular formula: C12H26N8O3
Method: DFT, the ωB97M-V functional and the def2-TZVPD basis

spin multiplicity = 1
total charge = 0
orbital gap = 8.7 eV
energy above the lowest of the compared OMol25 structures with the same formula, charge and spin = 102.34 kcal/mol
energy = -1136.5487 Eh
structure (SMILES) = [H]/N=C(\N)NCCC[C@H](NC(=O)[C@@H](N)CCCN/C(N)=N/[H])C(=O)O

XYZ file:
```
49
C12H26N8O3 the ωB97M-V functional and the def2-TZVPD basis
H -1.710 0.140 -1.757
H -1.830 1.900 1.076
N 3.985 -1.279 -1.496
H -4.943 0.869 1.689
H -2.884 -2.765 -0.225
H -5.160 -2.280 1.943
C -2.507 1.679 -0.715
N 5.094 -0.923 0.512
C 4.010 1.091 1.418
N -4.857 -2.131 0.952
H 1.946 0.787 1.773
O 1.061 -0.593 -1.285
H -5.440 0.578 -0.727
N 3.588 -2.679 0.279
H 1.468 3.169 -1.121
O -3.221 2.085 -1.543
H -5.474 -0.347 2.751
C -4.048 -1.123 -1.448
C -1.989 -0.701 0.153
H 2.882 1.281 -1.153
H 5.166 -1.458 1.426
N 1.667 2.703 -0.189
H -2.229 -2.125 -1.578
H 3.112 -1.622 -1.853
C 0.882 0.504 -0.737
H -1.088 -1.170 0.347
C 4.230 -1.616 -0.231
H -2.474 -0.528 1.224
C 2.058 1.384 -0.335
H 4.102 2.208 1.817
H 3.050 -3.220 -0.443
H -0.198 2.022 0.014
C -2.754 -1.708 -0.742
O -2.433 2.356 0.436
C -5.107 -0.875 0.790
H 4.132 0.426 2.414
H 4.802 -0.962 -2.100
N -4.694 -0.193 -0.393
C 5.107 0.586 0.550
N -0.365 1.037 -0.464
H 2.419 3.297 0.129
H 2.644 -0.461 0.634
C 2.583 0.691 0.881
H 6.074 0.747 0.782
H -3.827 -0.406 -2.237
N -5.567 0.036 1.788
H 5.109 1.028 -0.525
C -1.670 0.465 -0.747
H -4.701 -1.903 -1.734
```

Molecular formula: C15H27Br9O6S3
Method: DFT, the ωB97M-V functional and the def2-TZVPD basis

spin multiplicity = 1
total charge = 0
orbital gap = 9.2 eV
energy above the lowest of the compared OMol25 structures with the same formula, charge and spin = 27.49 kcal/mol
energy = -25399.7402 Eh
structure (SMILES) = O=S1(=O)CCCC1.O=S1(=O)CCCC1.O=S1(=O)CCCC1.BrC(Br)Br.BrC(Br)Br.BrC(Br)Br

XYZ file:
```
60
C15H27Br9O6S3 the ωB97M-V functional and the def2-TZVPD basis
C 2.156 -4.303 -0.505
H 1.064 -0.994 0.873
H 1.663 -4.626 -1.422
C -3.363 -3.997 -3.901
H -1.995 -1.295 -2.528
C 4.332 1.207 -3.878
S -1.107 2.298 6.064
C -0.726 4.816 5.294
H -4.074 -0.632 -3.493
H -5.204 -3.021 -4.211
Br 3.268 -5.804 0.277
S 2.165 -0.157 -4.436
O 1.163 -0.898 -3.716
C 0.901 0.066 0.680
H 3.493 3.061 -3.833
H -2.341 5.392 6.638
Br 0.579 -2.287 6.690
C 3.200 2.074 -3.475
Br -0.393 0.290 -0.856
Br 0.561 -3.924 0.627
C 3.803 -0.185 -3.646
C -3.674 -1.521 -3.980
H 5.160 1.389 -3.192
H -3.784 -1.290 -5.039
H 3.152 2.236 -2.399
H -0.883 3.323 8.199
H -2.561 3.361 7.679
C 0.252 -2.053 4.631
H -3.425 -4.787 -3.153
S -1.651 -3.322 -3.709
O 2.413 -0.332 -5.860
H -0.114 -1.041 4.457
Br 3.221 -2.631 -0.716
H 1.653 1.999 -5.196
H 4.679 1.375 -4.897
H -0.800 3.093 3.799
H 4.321 -1.061 -4.038
C -1.211 3.526 4.711
H 0.362 4.745 5.318
H -1.486 -1.029 -4.233
Br -1.194 -3.285 3.851
O -1.057 -3.690 -2.385
Br 2.035 -2.224 3.626
C -4.307 -2.895 -3.605
H -3.354 -4.242 -4.963
C -1.537 3.554 7.358
C -2.167 -1.562 -3.570
O -2.167 1.282 5.965
H 3.579 -0.419 -2.605
H -2.289 3.567 4.552
C -1.341 4.962 6.687
O 0.242 1.827 6.239
O -0.936 -3.513 -4.968
Br 0.169 0.922 2.289
Br 2.703 0.805 0.157
H -0.896 5.664 4.631
H 1.053 1.761 -3.516
H -4.418 -2.835 -2.523
H -0.783 5.621 7.352
C 1.896 1.639 -4.196
```